Entry from OMol25: a molecular structure, C18H34BeClCsF5IMgN3O11S4 at a distorted geometry (ωB97M-V/def2-TZVPD).

Results
charge = +1
orbital gap = 1.20 eV
highest occupied orbital energy = -8.37 eV

XYZ file:
```
80
Properties=species:S:1:pos:R:3:lowdin_charge:R:1
C -3.91167 1.23232 5.00250 -0.038
O -3.83108 0.60495 3.67500 -0.070
C -2.59148 0.94798 3.06236 -0.348
O -1.62489 1.16775 3.82773 0.031
C -2.42027 0.99530 1.47579 0.034
C -1.93910 -0.34830 0.79318 -0.058
C -1.61612 -1.69326 1.61501 -0.049
C -1.78015 -0.31329 -0.75145 -0.091
F -1.36903 -1.49279 -1.44443 0.031
N -2.01266 0.86986 -1.51995 0.121
C -2.42992 2.15755 -0.95636 -0.187
C -2.57421 3.34368 -2.01181 -0.338
C -3.69634 4.43941 -1.69694 -0.321
C -3.10432 5.77210 -0.96115 -0.686
I -2.53801 7.34799 -2.34289 0.744
C -2.65363 2.22709 0.58267 -0.219
N -3.09093 3.46901 1.21702 0.104
H -3.29536 0.66800 5.78243 0.099
H -3.60708 2.33717 4.95760 0.115
H -5.01120 1.18177 5.33628 0.121
H -2.05328 -2.60137 1.05155 0.128
H -0.46100 -1.89056 1.77381 0.021
H -2.13447 -1.70445 2.64231 0.120
H -1.86295 0.79316 -2.54857 0.149
H -2.89589 2.82128 -3.03444 -0.033
H -1.53958 3.80084 -2.23648 0.087
H -4.61306 4.01684 -1.14254 0.023
H -4.09067 4.81423 -2.71514 0.099
H -3.81806 6.11416 -0.12177 0.062
H -2.15440 5.41315 -0.41068 0.047
H -4.04714 3.72051 0.88327 0.073
H -3.19069 3.38251 2.23795 0.102
C 1.79914 -0.01032 -2.37494 -0.009
C 1.16063 0.46092 -3.70484 -0.356
O 0.38668 1.49552 -3.41485 -0.059
H 1.04303 -0.32642 -1.65006 0.055
H 2.45082 -0.86798 -2.56729 0.092
H 2.41094 0.77156 -1.91658 0.095
H 0.69053 -0.43835 -4.13755 0.125
H 2.01029 0.61733 -4.39164 0.094
Be -4.70575 1.71774 -0.87557 0.589
N 1.09440 0.36210 7.65600 -0.571
S -0.06710 0.22892 6.60464 0.516
O -1.32134 0.84653 6.93037 -0.241
O -0.13292 -1.00197 5.83244 -0.317
F 0.47992 1.24289 5.49266 -0.203
S 0.80410 -0.48936 8.94983 0.370
O 1.66561 -0.15460 10.07585 -0.644
O 0.55625 -1.89487 8.79705 -0.223
F -0.58998 0.06125 9.46190 -0.200
C 3.79731 -0.24093 -7.80979 -0.264
S 4.60253 -0.46643 -6.21017 0.832
O 3.94610 0.46828 -5.24143 -0.570
C 6.17925 0.27179 -6.68776 -0.262
H 2.77121 -0.60265 -7.73340 0.050
H 3.78936 0.81716 -8.07779 0.061
H 4.32756 -0.81738 -8.56944 0.057
H 6.02294 1.29783 -7.02491 0.061
H 6.63249 -0.32138 -7.48338 0.057
H 6.83688 0.27206 -5.81792 0.053
O 3.58249 -3.77969 -2.13078 -0.281
S 3.20115 -4.79369 -1.18272 0.605
O 3.05728 -6.17295 -1.56435 -0.265
O 1.85462 -4.31872 -0.41866 -0.277
C 0.69769 -4.00705 -1.19221 -0.284
C 0.04535 -5.25977 -1.74800 -0.061
C 4.29847 -4.72240 0.20460 -0.119
H 0.95026 -3.30244 -1.99043 0.109
H -0.00795 -3.49800 -0.53014 0.090
H 0.69946 -5.76133 -2.46341 0.076
H -0.88702 -5.01697 -2.26239 0.085
H -0.16323 -5.97240 -0.94647 0.092
H 4.39823 -3.68703 0.52809 0.069
H 5.26479 -5.10870 -0.12075 0.083
H 3.90004 -5.34713 1.00336 0.077
F -0.18763 0.89413 1.89418 -0.456
Cl -1.63920 3.07849 -4.39099 0.278
Cs 2.04484 2.04285 9.31042 1.452
Mg 0.46134 -0.90227 3.07644 1.230
F -2.25319 -1.25876 8.79094 -0.563
```